# 1
Entry from the Open Molecules 2025 dataset: a molecular structure, C2H6N4O2 at a distorted geometry (ωB97M-V/def2-TZVPD).

Each line ends with the natural charge from an NBO analysis.
Geometry (Å):
C (0.5633, 1.3460, -0.5444)  0.753
C (-0.0442, -1.7342, -0.1610)  0.219
H (1.3474, 2.8787, 0.8489)  0.435
H (0.8398, 3.5669, -1.1634)  0.458
H (2.1556, 0.4938, 0.5292)  0.381
H (0.0988, -2.8270, 0.0933)  0.199
H (-1.7382, -0.6481, -0.4616)  0.397
H (-2.1211, -2.4329, 1.6057)  0.481
N (0.9793, 2.7011, -0.1879)  -0.932
N (1.0600, 0.3707, 0.3523)  -0.451
N (0.9404, -0.8032, -0.1065)  -0.329
N (-1.4346, -1.3696, 0.1845)  -0.401
O (-0.2689, 0.9653, -1.4633)  -0.655
O (-2.3775, -2.5074, 0.4740)  -0.554

Properties
ΔE to the lowest compared entry with this formula, charge and spin	671.1	kJ/mol
energy	-449.06556	Eh
HOMO-LUMO gap	8.70	eV


# 2
Entry from the Open Molecules 2025 dataset: a single C2H6N4O2S molecule at a distorted geometry (ωB97M-V/def2-TZVPD).

Each line ends with the natural charge from an NBO analysis.
Geometry (Å):
C (-1.5947, -1.2774, -0.1246)  -0.229
C (-0.1341, 0.1288, -0.5805)  -0.354
N (-0.8224, 1.2351, -0.1758)  -0.255
N (-1.8708, 1.0086, 0.4441)  0.077
N (-2.3435, -0.2453, 0.4724)  -0.450
N (2.3506, 1.2118, -0.2150)  -1.096
O (1.0675, 0.1083, 1.7585)  -0.921
O (2.0927, -1.2170, -0.0872)  -0.941
S (1.3931, -0.0648, 0.3762)  2.276
H (-2.1761, -1.8229, -0.9105)  0.221
H (-0.9077, -1.7283, 0.6094)  0.224
H (0.3147, 0.1492, -1.6784)  0.246
H (-3.3066, -0.3620, 0.4980)  0.396
H (2.7677, 1.9357, 0.3350)  0.408
H (3.1696, 0.9404, -0.7216)  0.400

Properties
ΔE to the lowest compared entry with this formula, charge and spin	187.1	kJ/mol
energy	-847.34239	Eh
HOMO-LUMO gap	10.08	eV


# 3
Entry from the Open Molecules 2025 dataset: 3 unconnected molecules or ions with the total composition C2H6N4O3 at a distorted geometry (ωB97M-V/def2-TZVPD).

Each line ends with the natural charge from an NBO analysis.
Geometry (Å):
C (-0.2718, -0.3087, 1.1860)  0.817
C (-1.7432, 0.1055, -2.0295)  0.307
N (0.3178, 0.8353, 0.9050)  -0.755
N (0.0079, -0.8544, 2.3887)  -0.809
N (-1.8738, 0.2807, -3.1659)  -0.568
N (-8.6800, -0.3987, 4.9076)  0.859
O (-8.0942, -0.1756, 5.7962)  0.067
O (-9.3208, -0.4848, 4.0375)  0.073
O (-1.1753, -0.9239, 0.4634)  -0.643
H (1.0321, 1.3285, 1.3674)  0.443
H (0.1146, 1.1954, -0.0577)  0.417
H (0.2480, -0.4092, 3.2364)  0.428
H (0.1002, -1.8593, 2.3929)  0.428
H (-1.9366, 0.6827, -4.1207)  0.497
H (-1.3694, -0.3779, -0.5515)  0.437

Properties
ΔE to the lowest compared entry with this formula, charge and spin	0.0	kJ/mol
charge	+2
energy	-523.75489	Eh
HOMO-LUMO gap	7.31	eV


# 4
Entry from the Open Molecules 2025 dataset: 2 unconnected molecules or ions with the total composition C2H6N4O4 at a distorted geometry (ωB97M-V/def2-TZVPD).

Each line ends with the natural charge from an NBO analysis.
Geometry (Å):
H (1.6636, 0.5909, 1.1579)  0.377
N (1.9416, 1.1365, 0.3013)  -0.631
C (1.8757, 0.5211, -0.8404)  0.222
N (1.6180, -0.8847, -0.8821)  0.480
O (1.6027, -1.4284, -1.9581)  -0.316
O (1.4353, -1.3508, 0.2537)  -0.414
H (2.0200, 1.1047, -1.6992)  0.219
N (-1.6558, -1.4229, 0.4979)  -0.765
C (-1.4899, -0.0760, 0.8887)  0.213
N (-0.8851, 0.8487, 0.1788)  0.246
O (-0.4839, 0.5686, -1.0173)  -0.593
O (-0.8036, 2.1771, 0.6670)  -0.530
H (-1.0295, -1.6104, -0.2589)  0.409
H (-1.6016, -1.8966, 1.2966)  0.377
H (-2.0342, 0.1610, 1.8143)  0.206
H (0.1012, 2.4171, 0.4067)  0.501

Properties
ΔE to the lowest compared entry with this formula, charge and spin	126.3	kJ/mol
SMILES string	[H]/N=C\[N+](=O)[O-].N/C=[N+](\[O-])O
energy	-599.53423	Eh
HOMO-LUMO gap (spin up / spin down)	7.71 / 7.71	eV


# 5
Entry from the Open Molecules 2025 dataset: a single C2H6N4OS molecule at a distorted geometry (ωB97M-V/def2-TZVPD).

Each line ends with the natural charge from an NBO analysis.
Geometry (Å):
H (-1.1287, 0.1666, 1.1491)  0.304
N (-1.2123, -0.3876, 2.2408)  -0.623
C (-0.0672, -0.9217, 2.3287)  0.260
N (1.0365, -0.5852, 1.5178)  -0.790
S (1.0184, 0.6143, 0.3007)  0.345
C (0.1786, -0.3563, -0.9534)  0.484
O (0.0227, -1.5003, -0.5485)  -0.610
N (-0.1434, 0.1920, -2.0623)  -0.449
N (-0.4586, 1.6211, -2.1750)  -0.659
H (0.3146, -1.4997, 3.3622)  0.189
H (1.7553, -1.2784, 1.2143)  0.418
H (-0.5686, -0.2719, -2.7570)  0.397
H (-1.1358, 1.8918, -1.5330)  0.359
H (0.3884, 2.3153, -2.0844)  0.374

Properties
ΔE to the lowest compared entry with this formula, charge and spin	375.9	kJ/mol
SMILES string	[H]/N=C\NSC(=O)NN
energy	-772.15510	Eh
HOMO-LUMO gap	10.03	eV


# 6
Entry from the Open Molecules 2025 dataset: a single C2H6N4S molecule at a distorted geometry (ωB97M-V/def2-TZVPD).

Each line ends with the natural charge from an NBO analysis.
Geometry (Å):
C (-0.7190, 1.7826, -0.5306)  -0.428
C (-0.3520, -2.0402, 0.2770)  -0.758
N (1.8941, 0.3563, 0.7749)  0.149
N (0.8873, 0.9478, 1.0804)  -0.208
N (2.4233, -0.4817, 0.2044)  -0.099
N (-0.1073, 0.6299, 0.0254)  -0.505
S (0.2036, -0.7418, -0.8723)  0.522
H (-1.1231, 1.5578, -1.5581)  0.217
H (-1.6573, 2.1459, -0.0002)  0.199
H (-0.1394, 2.7499, -0.6875)  0.209
H (0.5108, -2.6094, 0.7834)  0.234
H (-0.6990, -2.7858, -0.3238)  0.218
H (-1.1219, -1.5112, 0.8270)  0.249

Properties
ΔE to the lowest compared entry with this formula, charge and spin	464.7	kJ/mol
energy	-696.84908	Eh
HOMO-LUMO gap	9.12	eV


# 7
Entry from the Open Molecules 2025 dataset: a molecular structure, C2H6N4S at a distorted geometry (ωB97M-V/def2-TZVPD).

Each line ends with the natural charge from an NBO analysis.
Geometry (Å):
C (-0.2601, 1.1232, -0.0132)  -0.143
C (-0.5126, -2.0383, -0.2912)  0.227
H (1.6049, 2.6280, -0.3642)  0.316
H (2.3295, 1.6295, 1.5417)  0.406
H (-0.3179, 2.0377, -0.4760)  0.164
H (-1.4862, -1.2961, 1.4986)  0.407
H (0.1632, -2.8184, 0.0450)  0.220
H (-0.7812, -0.7964, -1.6276)  0.307
N (1.9127, 1.5850, 0.4348)  -0.678
N (0.8802, 0.6426, 0.4054)  -0.247
N (-1.3973, -1.2296, 0.3877)  -0.829
N (-0.2794, -1.6915, -1.5339)  -0.643
S (-1.8558, 0.2243, -0.0071)  0.493

Properties
ΔE to the lowest compared entry with this formula, charge and spin	522.0	kJ/mol
energy	-696.82726	Eh
HOMO-LUMO gap	8.96	eV


# 8
Entry from the Open Molecules 2025 dataset: a single C2H6N4S2 molecule at a distorted geometry (ωB97M-V/def2-TZVPD).

Each line ends with the natural charge from an NBO analysis.
Geometry (Å):
H (2.1744, 1.6920, -0.2850)  0.365
N (1.1463, 1.2687, -0.5560)  -0.661
C (1.1628, 0.0465, -0.1144)  0.306
N (2.2546, -0.8570, 0.4001)  -0.860
S (3.7472, -0.0302, 0.0893)  0.137
S (-0.1472, -1.2218, -0.5248)  0.255
C (-1.4741, -0.1210, -0.1973)  -0.120
N (-2.5650, -0.5157, 0.1012)  -0.266
N (-3.6711, 0.3200, 0.1418)  -0.603
H (2.1861, -1.5960, 1.2781)  0.457
H (4.1907, -0.9106, -1.1783)  0.138
H (-1.4641, 0.8753, -0.6179)  0.183
H (-3.3114, 1.1803, 0.7419)  0.323
H (-4.2292, -0.1305, 0.7213)  0.346

Properties
ΔE to the lowest compared entry with this formula, charge and spin	492.1	kJ/mol
SMILES string	[H]/N=C(\NS)S/C=N/N
energy	-1095.03666	Eh
HOMO-LUMO gap	9.16	eV


# 9
Entry from the Open Molecules 2025 dataset: 2 unconnected molecules or ions with the total composition C2H6NO at a distorted geometry (ωB97M-V/def2-TZVPD).

Each line ends with the natural charge from an NBO analysis.
Geometry (Å):
C (-1.7815, -0.8315, 1.0303)  -0.195
O (-0.5548, -0.4561, 0.5851)  -1.006
H (-2.4846, -0.6969, 0.1816)  0.098
H (-1.7979, -1.8725, 1.4327)  0.082
H (-2.1094, -0.2345, 1.9141)  0.080
C (1.8362, 0.7835, -0.5441)  -0.122
N (0.8616, 0.6562, -1.4139)  -0.649
H (2.6974, 1.4485, -0.8483)  0.118
H (1.7290, 0.4195, 0.4811)  0.182
H (0.0451, 0.2793, -0.8622)  0.412

Properties
ΔE to the lowest compared entry with this formula, charge and spin	95.2	kJ/mol
charge	-1
energy	-209.74124	Eh
HOMO-LUMO gap	7.13	eV


# 10
Entry from the Open Molecules 2025 dataset: a molecular structure, C2H6NO at a distorted geometry (ωB97M-V/def2-TZVPD).

Each line ends with the natural charge from an NBO analysis.
Geometry (Å):
C (0.4193, -0.4939, 0.1288)  -0.371
O (1.4646, -1.7865, -0.3043)  -0.714
C (-0.6500, 0.7127, -0.2643)  -0.215
N (-1.4214, 1.7305, 0.4377)  -1.002
H (-0.0926, -1.0420, 0.9208)  0.185
H (1.2512, 0.0151, 0.5888)  0.183
H (-1.5605, 0.1287, -0.5671)  0.151
H (-0.2510, 1.0324, -1.2551)  0.092
H (0.6998, -1.1077, -0.8993)  0.422
H (-0.8586, 2.1425, 1.1918)  0.270

Properties
ΔE to the lowest compared entry with this formula, charge and spin	557.4	kJ/mol
charge	-1
energy	-209.56522	Eh
HOMO-LUMO gap	5.95	eV